{"formula": "C4H8NOP", "method": "the ωB97M-V functional and the def2-TZVPD basis", "e_above_lowest_kcal_mol": 112.3, "gap_ev": [8.97, 8.97], "e_tot_ev": -17099.4510, "elements": ["C", "C", "C", "C", "N", "O", "P", "H", "H", "H", "H", "H", "H", "H", "H"], "xyz": [[1.89, -0.04, 0.71], [0.46, -0.54, 1.12], [-0.49, -0.16, 0.07], [-0.75, -0.88, -1.16], [1.92, 0.79, -0.23], [0.83, 1.10, -0.84], [-1.86, 1.11, 0.35], [2.67, -0.58, 1.16], [0.59, -1.65, 1.39], [0.10, -0.10, 2.05], [-1.63, -1.46, -1.28], [0.09, -1.39, -1.58], [-0.79, -0.08, -1.82], [-2.07, 1.87, -0.88], [-0.95, 2.00, 0.96]]}